The following is a DFT calculation (the ωB97M-V functional and the def2-TZVPD basis) of a structure of composition C32H25BrN3O4PZn.

Atoms and positions in Å:
Zn 0.0254 -0.5300 0.4467
O -2.7018 -1.0141 -2.4769
C -2.1208 -1.0366 -1.4116
N -0.8277 -1.3370 -1.1270
C 0.0397 -1.9532 -1.9764
O -0.1381 -2.3140 -3.1214
C 1.3550 -2.2651 -1.2768
C 2.4121 -2.7327 -2.0372
C 3.6156 -3.0145 -1.4110
C 3.7062 -2.8511 -0.0399
C 2.6018 -2.3825 0.6502
N 1.4482 -2.0886 0.0532
C -2.8755 -0.7269 -0.1250
C -4.2330 -0.4440 -0.1839
C -4.9157 -0.2023 0.9938
C -4.2182 -0.2622 2.1931
C -2.8651 -0.5436 2.1594
N -2.2002 -0.7650 1.0268
H 2.2596 -2.8450 -3.1009
H 4.4669 -3.3486 -1.9893
H 4.6219 -3.0670 0.4912
H 2.6420 -2.2328 1.7204
H -4.7001 -0.4148 -1.1580
H -5.9717 0.0333 0.9789
H -4.7195 -0.1074 3.1388
H -2.2828 -0.6005 3.0730
C -0.8504 2.4489 3.2401
P -0.4053 1.8030 1.5746
C 0.9828 2.9345 1.2110
C 0.9689 3.8985 0.2091
C 2.0863 4.6924 -0.0052
C 3.2081 4.5519 0.7971
C 3.2246 3.5950 1.8002
C 2.1250 2.7764 1.9946
C -1.7482 2.4282 0.5108
C -1.6268 2.2446 -0.8707
C -2.6176 2.6880 -1.7304
C -3.7522 3.3053 -1.2216
C -3.8948 3.4649 0.1477
C -2.8981 3.0305 1.0116
H -0.9762 3.5298 3.1871
H -0.0328 2.2250 3.9235
H -1.7589 1.9820 3.6208
H 0.0900 4.0368 -0.4039
H 2.0766 5.4248 -0.8024
H 4.0659 5.1930 0.6401
H 4.1065 3.4767 2.4164
H 2.1583 1.9978 2.7482
H -0.7358 1.7681 -1.2656
H -2.5112 2.5375 -2.7967
H -4.5186 3.6706 -1.8932
H -4.7858 3.9321 0.5487
H -3.0280 3.1788 2.0755
Br 6.7479 1.5126 -3.7186
C 4.8741 1.2625 -3.4832
C 4.0627 1.1851 -4.6027
C 2.6983 0.9977 -4.4339
C 2.1650 0.9006 -3.1587
C 2.9943 0.9760 -2.0430
C 4.3615 1.1579 -2.2040
C 2.4235 0.7527 -0.6607
O 3.1729 0.6217 0.3023
O 1.1342 0.7264 -0.5971
H 4.4884 1.2704 -5.5931
H 2.0568 0.9219 -5.3019
H 1.1083 0.7324 -3.0097
H 5.0040 1.1944 -1.3349

Atomic forces in eV per Å
Zn -0.066 0.156 0.542
O -0.008 0.012 0.153
C 0.114 -0.176 -0.113
N -0.134 -0.092 -0.433
C -0.398 -0.029 -0.045
O 0.165 0.062 0.102
C 0.184 -0.196 -0.138
C -0.042 0.040 0.051
C -0.083 0.026 -0.022
C 0.015 -0.062 0.007
C 0.031 -0.044 0.093
N 0.043 0.200 -0.116
C -0.215 0.051 0.006
C 0.063 0.053 -0.021
C 0.092 0.022 -0.050
C -0.081 -0.071 0.025
C 0.022 -0.003 0.070
N -0.059 -0.057 -0.019
H 0.019 -0.004 -0.001
H 0.009 -0.021 0.031
H -0.007 0.031 0.028
H 0.022 0.076 0.004
H -0.035 -0.005 0.014
H -0.006 -0.019 0.019
H 0.039 0.027 0.010
H -0.007 0.050 -0.003
C -0.100 -0.209 -0.126
P 0.224 0.423 0.134
C 0.060 -0.104 0.169
C 0.018 0.009 0.085
C -0.056 0.012 -0.022
C 0.007 0.031 0.003
C 0.080 0.043 0.045
C -0.094 0.095 -0.070
C -0.031 -0.118 -0.060
C 0.029 -0.025 0.013
C -0.031 -0.035 0.001
C -0.011 0.037 -0.001
C -0.053 0.005 -0.019
C 0.007 0.007 0.018
H -0.039 0.000 0.042
H 0.010 -0.012 -0.007
H -0.005 -0.002 0.014
H 0.007 -0.006 -0.047
H -0.015 0.024 0.025
H 0.032 -0.048 -0.013
H -0.017 -0.043 0.001
H 0.055 0.003 -0.012
H -0.016 -0.007 -0.032
H 0.024 0.002 0.002
H -0.028 -0.055 0.006
H 0.022 0.020 0.004
H 0.012 -0.017 0.007
Br -0.098 -0.015 0.023
C 0.116 0.064 -0.001
C -0.012 0.017 -0.096
C 0.038 0.048 0.036
C 0.053 -0.045 0.086
C -0.213 -0.159 -0.068
C 0.060 -0.037 0.035
C 0.043 0.362 0.325
O 0.018 -0.267 -0.140
O 0.303 -0.031 -0.570
H 0.027 -0.018 0.016
H -0.010 0.002 0.005
H -0.053 0.012 -0.026
H -0.044 0.007 0.019

Output
- F_max: 0.65 eV/A
- Gap between HOMO and LUMO: 8.5 eV
- Multiplicity: 1

Here are the natural (NBO) charges for atoms 1 to 4, given in e: Zn 1.66; O -0.57; C 0.64; N -0.91

***

The following is a DFT calculation (the ωB97M-V functional and the def2-TZVPD basis) of a structure of composition C16H26F12O8Si2.

Atoms and positions in Å:
F 3.9903 -4.1909 -1.0019
C 3.0117 -3.4342 -0.4357
F 3.5216 -2.8219 0.6513
F 2.0565 -4.3013 0.0013
C 2.4397 -2.4461 -1.4577
O 2.3387 -1.1460 -0.9749
C 1.1951 -0.9281 -0.1677
C -0.0573 -0.5774 -0.9758
Si -1.2831 -1.9831 -1.1777
O -2.7785 -1.5612 -0.5727
Si -3.7195 -2.8261 0.0061
H 3.1011 -2.4260 -2.3132
H 1.4940 -2.8605 -1.8060
H 1.4377 -0.0905 0.4725
H 0.9972 -1.7548 0.5113
H 0.1858 -0.1328 -1.9323
H -0.5802 0.1944 -0.4194
H -0.7816 -3.1698 -0.4436
H -1.3907 -2.4019 -2.5959
H -2.9063 -3.5827 0.9795
H -4.8843 -2.3033 0.6873
H -4.0783 -3.7349 -1.1040
C 6.3571 -2.3727 1.4693
C 6.5988 -0.8807 1.5011
O 7.0909 -0.4482 2.7866
C 8.3781 -0.6427 3.0112
O 9.1740 -1.1300 2.2678
C 8.7433 -0.0970 4.4039
F 7.8614 -0.4906 5.3246
F 8.7526 1.2406 4.3798
F 9.9457 -0.5170 4.7689
H 5.6844 -2.6668 2.2741
H 5.9166 -2.6592 0.5200
H 7.2868 -2.9262 1.5977
H 5.6648 -0.3427 1.3549
H 7.2888 -0.5669 0.7190
C 0.9898 6.0906 -2.1095
C 2.0199 5.1146 -1.5852
O 1.6048 4.5308 -0.3331
C 0.7314 3.5437 -0.4129
O 0.2571 3.0870 -1.4078
C 0.4410 3.0247 1.0069
F 0.2319 4.0227 1.8663
F 1.4821 2.3188 1.4723
F -0.6193 2.2236 1.0456
H 0.7741 6.8538 -1.3617
H 1.3594 6.5761 -3.0115
H 0.0547 5.5863 -2.3482
H 2.9536 5.6263 -1.3657
H 2.2326 4.3260 -2.3052
C -9.6170 1.8588 -1.1809
C -8.8173 0.8392 -1.9617
O -8.0758 -0.0332 -1.0858
C -8.7609 -1.0174 -0.5298
O -9.9192 -1.2620 -0.6764
C -7.8173 -1.8675 0.3394
F -7.0568 -1.0938 1.1137
F -7.0284 -2.6116 -0.4572
F -8.5016 -2.6889 1.1213
H -8.9657 2.4201 -0.5107
H -10.1045 2.5544 -1.8625
H -10.3825 1.3778 -0.5738
H -8.0675 1.3317 -2.5760
H -9.4514 0.2469 -2.6196

Atomic forces in eV per Å
F -0.370 0.349 0.418
C -0.105 -0.504 0.213
F -0.233 -0.359 -0.514
F 0.517 0.382 -0.095
C 0.123 0.075 -0.150
O 0.005 -0.222 0.027
C -0.253 0.609 0.110
C -0.415 -0.466 0.259
Si 0.142 0.350 -0.254
O 0.145 -0.859 -0.017
Si 0.474 0.229 0.019
H 0.299 -0.008 -0.110
H -0.261 -0.017 0.033
H 0.259 0.236 0.059
H 0.149 -0.372 0.013
H 0.254 0.125 -0.202
H -0.235 0.191 0.049
H -0.022 -0.014 0.095
H -0.120 0.063 -0.024
H -0.012 -0.079 0.020
H -0.204 0.219 0.085
H -0.070 0.054 -0.014
C 0.328 -0.087 0.311
C -0.290 -0.139 -0.432
O -0.068 0.094 0.061
C -0.197 0.021 -0.125
O 0.215 -0.059 -0.042
C 0.022 -0.057 0.049
F -0.078 -0.025 0.094
F -0.014 0.140 -0.014
F 0.155 -0.041 0.028
H -0.107 0.025 -0.065
H -0.018 0.014 -0.058
H 0.051 0.058 -0.060
H 0.006 0.077 0.169
H 0.151 -0.015 0.107
C -0.221 -0.068 0.164
C 0.178 0.277 -0.388
O 0.084 0.027 0.122
C 0.219 0.195 -0.100
O -0.221 -0.263 -0.007
C -0.090 -0.232 0.691
F -0.081 0.211 -0.098
F 0.250 -0.034 -0.208
F -0.143 0.036 -0.310
H 0.082 0.052 -0.022
H 0.042 0.000 0.000
H 0.032 -0.046 -0.066
H -0.005 -0.044 0.179
H -0.120 -0.111 0.062
C 0.010 -0.109 0.253
C -0.182 0.358 -0.291
O 0.130 0.002 -0.022
C 0.023 0.131 -0.132
O -0.177 -0.119 0.041
C -0.083 -0.133 -0.030
F 0.151 0.020 0.001
F -0.102 0.132 0.058
F -0.115 -0.092 0.037
H 0.033 0.059 -0.071
H 0.020 0.002 -0.035
H -0.045 -0.030 -0.068
H 0.138 -0.081 0.083
H -0.031 -0.124 0.117

Output
- F_max: 0.87 eV/A
- Gap between HOMO and LUMO: 11.0 eV
- Multiplicity: 1

Here are the natural (NBO) charges for atoms 1 to 4, given in e: F -0.33; C 0.95; F -0.32; F -0.33

***

The following is a DFT calculation (the ωB97M-V functional and the def2-TZVPD basis) of the molecule C3H3N2PS at a distorted geometry.

Atoms and positions in Å:
S -2.6060 -1.0637 0.0189
C -0.9541 -0.7444 0.0295
C -0.2058 0.5214 -0.0569
C 1.1577 0.6353 0.0365
N 2.0316 -0.3901 0.1956
P 1.5181 -1.8951 0.0359
N -0.1429 -1.8488 -0.1617
H -0.8458 1.4528 -0.2283
H 1.4479 1.7110 -0.0342
H -0.6256 -2.6800 -0.4154

Atomic forces in eV per Å
S 1.061 0.888 0.266
C -0.697 0.177 -1.320
C -1.699 0.539 0.212
C -1.639 1.178 -0.201
N -0.447 -0.676 -0.132
P 0.762 0.305 0.030
N 1.397 1.044 0.480
H 1.076 -1.486 0.480
H 0.715 -1.149 0.109
H -0.530 -0.820 0.078

Output
- Relative energy (zero: lowest compared OMol25 entry of this formula, charge and spin): 5.09 kcal per mole
- F_max: 2.03 eV/A
- Gap between HOMO and LUMO: 7.8 eV
- SMILES string: S=c1ccnp[nH]1
- Multiplicity: 1

Here are the natural (NBO) charges for atoms 1 to 4, given in e: S -0.16; C 0.07; C -0.31; C 0.05

***

The following is a DFT calculation (the ωB97M-V functional and the def2-TZVPD basis) of a structure of composition C14H33BrCaClF3GaLi2N2NaO6PS at a distorted geometry.

Atoms and positions in Å:
N -0.1429 4.8844 2.5874
C -1.3774 4.5232 1.8821
C -1.8223 3.1040 2.2259
Ga -1.1791 1.6219 0.9700
P 0.4683 2.2196 -0.6026
O 0.7173 3.8765 -0.6304
Cl 2.2552 1.4535 0.1909
H 0.2627 4.0417 2.9607
H -0.4082 5.3913 3.4163
H -1.3280 4.7324 0.8148
H -2.1600 5.1969 2.3071
H -1.5259 2.8835 3.2450
H -2.9044 3.0480 2.2175
H -0.5863 0.4593 1.9386
H -2.4369 0.9809 0.2185
H 0.4475 4.1601 -1.5078
Li 0.2682 0.3951 3.5003
Li -2.5942 -0.8708 1.6995
Br -2.4012 -0.3640 4.1913
C -5.8074 -0.7565 6.6116
F -6.4624 -0.9560 7.7527
F -4.6371 -0.1867 6.9180
F -5.5434 -1.9549 6.0865
S -6.8032 0.2737 5.4529
O -7.0055 1.5194 6.1579
O -8.0086 -0.4919 5.2505
O -5.9879 0.4098 4.2621
Na -2.9786 6.4513 1.4325
Ca 1.9070 -0.2550 5.9076
O -5.0296 9.0339 -0.2294
H -5.7340 8.8092 -0.8615
N 1.3363 0.9705 -3.6990
C 1.1738 1.0044 -5.0532
C 1.6255 -0.1922 -5.5661
C 2.0711 -0.9726 -4.4772
C 1.8782 -0.2280 -3.3347
H 1.0957 1.7102 -3.0600
H 0.7547 1.8681 -5.5392
H 1.6312 -0.4688 -6.6060
H 2.4853 -1.9653 -4.5190
H 2.0806 -0.4508 -2.3012
C 2.2406 7.4499 -0.5593
O 0.8862 7.0851 -0.2933
H 2.3150 8.5312 -0.4948
H 2.9102 7.0016 0.1783
H 2.5360 7.1332 -1.5621
H 0.8239 6.1277 -0.3511
C 1.9971 -8.2912 -1.8065
C 1.5121 -7.0119 -2.4824
C 2.6392 -6.1843 -3.0979
C 3.6784 -5.6654 -2.1032
C 3.1170 -4.8029 -0.9750
C 2.4525 -3.5208 -1.4677
H 2.6584 -8.0787 -0.9651
H 1.1526 -8.8638 -1.4225
H 2.5361 -8.9241 -2.5133
H 0.9456 -6.4099 -1.7657
H 0.8110 -7.2800 -3.2761
H 2.2016 -5.3419 -3.6418
H 3.1537 -6.7897 -3.8493
H 4.4253 -5.0860 -2.6546
H 4.2184 -6.5091 -1.6664
H 3.9389 -4.5364 -0.3045
H 2.4067 -5.3773 -0.3740
H 3.1567 -2.9134 -2.0407
H 2.1042 -2.9219 -0.6222
H 1.5884 -3.7292 -2.1000

Atomic forces in eV per Å
N -0.139 0.327 -0.347
C -0.467 -0.024 1.476
C 0.063 -0.195 -0.961
Ga -0.251 0.691 0.892
P 0.397 -0.192 -0.937
O -0.356 -0.313 0.693
Cl -0.381 0.334 0.187
H 0.330 -0.291 -0.208
H 0.148 0.335 0.182
H 0.314 -0.123 -0.287
H 0.813 -1.009 0.489
H -0.047 0.037 0.286
H -0.306 -0.219 -0.028
H 0.358 -0.271 -0.308
H 0.091 -0.358 0.056
H 0.244 0.092 -0.322
Li -1.369 0.040 -0.790
Li -0.010 0.454 0.466
Br 0.979 0.002 -0.289
C 0.023 -0.211 0.204
F -0.205 0.104 0.059
F 0.141 0.258 -0.116
F 0.020 -0.106 -0.265
S -0.485 0.427 -0.056
O 0.236 -0.032 0.165
O 0.091 -0.198 0.013
O 0.386 -0.224 -0.128
Na -0.889 1.514 -0.987
Ca 0.061 -0.237 0.604
O 0.118 -0.547 0.062
H 0.145 0.150 0.156
N 0.035 0.042 -0.268
C 0.040 -0.010 0.016
C -0.056 0.056 -0.002
C -0.010 0.013 0.077
C 0.022 -0.048 0.075
H -0.061 -0.166 0.049
H 0.010 0.002 -0.050
H -0.002 0.004 -0.025
H 0.004 -0.024 0.005
H 0.031 -0.023 0.011
C -0.150 -0.238 0.036
O -0.161 0.095 -0.079
H -0.063 0.027 0.007
H 0.070 0.045 -0.038
H 0.092 0.057 0.010
H 0.151 -0.088 0.214
C -0.120 0.084 0.043
C 0.081 -0.109 -0.050
C -0.058 0.089 -0.001
C 0.014 -0.082 0.005
C 0.064 0.100 -0.048
C -0.045 -0.042 0.130
H 0.030 -0.020 -0.008
H 0.020 -0.045 0.010
H 0.040 0.003 0.012
H 0.001 0.023 -0.013
H -0.036 0.033 0.008
H 0.018 0.005 -0.009
H -0.005 -0.015 -0.006
H 0.008 0.021 0.018
H 0.001 -0.012 -0.006
H -0.002 -0.025 0.028
H 0.002 -0.035 -0.017
H -0.016 -0.005 -0.032
H -0.010 0.050 -0.034
H 0.010 0.023 -0.029

Output
- F_max: 2.01 eV/A
- Gap between HOMO and LUMO: 1.3 eV
- Net charge: +1
- Multiplicity: 1

Here are the natural (NBO) charges for atoms 1 to 4, given in e: N -0.81; C -0.20; C -0.86; Ga 0.58